Version P
Entry from OMol25: a structure of composition CH4O3 (ωB97M-V/def2-TZVPD).

Summary:
Frontier orbital gap, hartree: 0.3924
Net charge: 0

Positions of all 8 atoms, in Å:
C1 -0.530 0.407 -0.354
O1 -1.322 -0.646 0.030
O2 1.959 -0.370 -0.110
O3 0.661 0.612 0.286
H1 -0.277 0.184 -1.499
H2 -1.117 1.280 -0.028
H3 -1.317 -0.525 1.026
H4 1.944 -0.941 0.650

=====

Version Q
Entry from OMol25: a cluster of 2 separate species, CH4O3 in total (ωB97M-V/def2-TZVPD).

Summary:
Frontier orbital gap, hartree: 0.4267
Net charge: 0

Positions of all 8 atoms, in Å:
O1 -0.030 -0.483 -1.712
C1 -0.538 0.403 -1.080
O2 0.066 1.269 -0.289
H1 -1.630 0.611 -1.361
H2 1.004 1.032 -0.165
O3 0.705 -0.800 1.744
H3 0.589 -1.625 1.253
H4 -0.166 -0.408 1.609

=====

What is the stability order? It is version Q, version P, from most stable to least stable.

=====

Version P
Entry from OMol25: the ion C7H15N2S with charge +1 (ωB97M-V/def2-TZVPD).

Summary:
Frontier orbital gap (spin up / spin down), hartree: 0.2501 / 0.3046
Net charge: +1

Positions of all 25 atoms, in Å:
C1 2.426 0.162 0.873
N1 1.144 -0.892 0.191
S1 1.700 -2.343 -0.347
C2 -0.066 -2.993 -0.265
C3 -0.869 -1.625 -0.219
N2 -0.055 -0.651 0.417
C4 -0.474 0.685 0.633
C5 -1.766 0.718 1.411
C6 -0.551 1.552 -0.772
C7 0.794 2.089 -1.247
H1 3.205 -0.623 0.492
H2 2.447 1.029 0.270
H3 -0.074 -3.555 0.635
H4 -0.184 -3.687 -1.083
H5 -0.929 -1.282 -1.252
H6 -1.836 -1.711 0.233
H7 0.236 1.102 1.390
H8 -1.837 1.724 1.972
H9 -2.608 0.608 0.848
H10 -1.591 -0.075 2.117
H11 -1.258 2.355 -0.795
H12 -0.929 0.750 -1.355
H13 0.585 2.675 -2.154
H14 1.085 2.708 -0.393
H15 1.405 1.280 -1.600

=====

Version Q
Entry from OMol25: the ion C7H15N2S with charge +1 (ωB97M-V/def2-TZVPD).

Summary:
Frontier orbital gap, hartree: 0.3802
Net charge: +1

Positions of all 25 atoms, in Å:
C1 0.276 0.776 2.765
C2 -0.030 -0.309 1.755
S1 0.388 -1.930 2.441
C3 1.400 -2.240 1.112
N1 1.613 -1.377 0.238
C4 0.775 -0.170 0.391
N2 -0.053 -0.097 -0.813
C5 0.874 -0.178 -1.979
C6 -0.814 1.194 -0.926
C7 -1.088 -1.275 -0.984
H1 0.983 0.380 3.565
H2 -0.655 0.905 3.378
H3 0.635 1.736 2.403
H4 -1.037 -0.354 1.478
H5 2.061 -3.169 1.177
H6 1.372 0.614 0.424
H7 0.376 -0.100 -2.986
H8 1.751 0.537 -1.937
H9 1.321 -1.110 -1.821
H10 -1.457 1.248 -1.871
H11 -1.506 1.456 -0.037
H12 -0.015 2.005 -1.086
H13 -1.590 -0.957 -1.999
H14 -0.519 -2.186 -1.107
H15 -1.727 -1.178 -0.123

=====

What is the stability order? It is version Q, version P, from most stable to least stable.

=====

Version P
Entry from OMol25: a cluster of 2 separate species, C4H11NO3S in total (ωB97M-V/def2-TZVPD).

Summary:
Frontier orbital gap, hartree: 0.3207
Net charge: 0

Positions of all 20 atoms, in Å:
C1 -0.217 -2.121 0.518
C2 1.014 0.409 -1.497
C3 1.832 1.484 0.445
C4 -0.232 0.112 0.445
N1 0.776 0.804 -0.166
O1 -2.057 0.082 -1.529
O2 -2.660 -0.847 0.720
O3 -2.242 1.506 0.507
S1 -1.876 0.251 -0.090
H1 -1.090 -2.444 -0.053
H2 0.698 -2.503 0.085
H3 -0.303 -2.448 1.580
H4 0.208 0.339 -2.112
H5 1.633 1.050 -1.990
H6 1.672 -0.622 -1.576
H7 2.292 2.071 -0.368
H8 1.402 2.171 1.079
H9 2.572 0.936 1.063
H10 -0.261 0.325 1.474
H11 -3.163 -0.557 1.464

=====

Version Q
Entry from OMol25: a cluster of 2 separate species, C4H11NO3S in total (ωB97M-V/def2-TZVPD).

Summary:
Frontier orbital gap, hartree: 0.3251
Net charge: 0

Positions of all 20 atoms, in Å:
C1 1.357 -0.907 0.833
C2 1.416 1.204 -0.417
C3 -1.021 0.103 2.058
C4 0.868 0.445 0.467
N1 -0.349 0.850 1.069
O1 -0.823 0.769 -2.786
O2 -0.421 -1.326 -2.007
O3 -2.864 -0.598 -2.345
S1 -1.601 -0.165 -1.778
H1 1.975 -0.723 1.611
H2 0.585 -1.460 1.231
H3 1.879 -1.475 0.051
H4 1.087 2.241 -0.646
H5 -0.318 -2.169 -1.508
H6 2.302 0.835 -1.074
H7 -1.680 0.790 2.592
H8 -1.737 -0.529 1.495
H9 -0.440 -0.529 2.730
H10 -0.400 1.846 1.228
H11 0.185 0.797 -2.804

=====

What is the stability order? It is version Q, version P, from most stable to least stable.

=====

Version P
Entry from OMol25: a structure of composition C38H37GeN2OPPt (ωB97M-V/def2-TZVPD).

Summary:
Frontier orbital gap (spin up / spin down), hartree: 0.2413 / 0.2138
2S+1: 2
Net charge: +3

Positions of all 81 atoms, in Å:
Pt1 0.218 0.259 0.077
N1 2.444 -0.361 1.885
P1 2.441 0.104 0.287
C1 4.153 0.261 -0.234
C2 4.453 0.976 -1.391
C3 5.736 0.912 -1.907
C4 6.706 0.149 -1.267
C5 6.395 -0.555 -0.113
C6 5.116 -0.506 0.422
C7 1.781 -1.055 -0.994
C8 1.196 -0.323 -2.072
C9 0.460 -1.026 -3.049
C10 0.311 -2.387 -2.947
C11 0.887 -3.094 -1.875
C12 1.592 -2.439 -0.889
C13 1.291 -0.321 2.689
C14 1.365 -0.674 4.028
C15 0.213 -0.659 4.788
C16 -0.997 -0.312 4.197
C17 -1.003 0.031 2.868
N2 0.122 0.050 2.128
H1 3.320 -0.471 2.380
H2 3.705 1.586 -1.881
H3 5.981 1.463 -2.805
H4 7.708 0.101 -1.671
H5 7.148 -1.155 0.380
H6 4.908 -1.100 1.303
H7 1.507 0.699 -2.276
H8 0.063 -0.494 -3.904
H9 -0.226 -2.931 -3.713
H10 0.776 -4.169 -1.829
H11 2.010 -2.984 -0.052
H12 2.313 -0.975 4.453
H13 0.253 -0.932 5.834
H14 -1.920 -0.304 4.759
H15 -1.908 0.312 2.353
C18 -3.547 0.591 -0.055
C19 -2.899 -0.654 -0.609
C20 -3.589 -1.977 -0.249
O1 -1.544 -0.770 -0.395
H16 -4.572 0.654 -0.418
H17 -3.017 1.491 -0.366
H18 -3.603 0.543 1.035
H19 -2.900 -0.614 -1.731
H20 -3.602 -2.092 0.836
H21 -3.078 -2.825 -0.699
H22 -4.616 -1.947 -0.609
C21 -3.205 3.475 -2.789
C22 -2.170 2.637 -3.187
C23 -1.084 2.428 -2.351
C24 -1.037 3.041 -1.092
C25 -2.088 3.886 -0.701
C26 -3.156 4.113 -1.555
Ge1 0.434 2.979 0.136
C27 2.178 3.401 -0.500
C28 3.265 3.477 0.384
C29 4.471 4.013 -0.044
C30 4.599 4.472 -1.349
C31 3.533 4.385 -2.239
C32 2.322 3.853 -1.818
C33 -0.023 3.485 1.912
C34 -1.273 3.125 2.433
C35 -1.664 3.582 3.679
C36 -0.814 4.407 4.410
C37 0.417 4.785 3.894
C38 0.819 4.328 2.646
H23 -4.042 3.649 -3.453
H24 -2.198 2.170 -4.163
H25 -0.268 1.812 -2.705
H26 -2.063 4.396 0.253
H27 -3.946 4.791 -1.261
H28 3.171 3.138 1.411
H29 5.304 4.086 0.642
H30 5.534 4.911 -1.673
H31 3.635 4.758 -3.249
H32 1.480 3.842 -2.501
H33 -1.957 2.524 1.844
H34 -2.637 3.319 4.075
H35 -1.124 4.772 5.380
H36 1.060 5.452 4.453
H37 1.766 4.661 2.243

=====

Version Q
Entry from OMol25: a structure of composition C38H37GeN2OPPt (ωB97M-V/def2-TZVPD).

Summary:
Frontier orbital gap (spin up / spin down), hartree: 0.2403 / 0.2158
2S+1: 2
Net charge: +3

Positions of all 81 atoms, in Å:
Pt1 -0.192 0.025 0.014
N1 -2.887 -0.753 -1.205
P1 -1.382 -1.466 -1.195
C1 -0.560 -1.276 -2.747
C2 0.677 -1.916 -2.909
C3 1.337 -1.803 -4.116
C4 0.769 -1.065 -5.153
C5 -0.460 -0.432 -4.991
C6 -1.128 -0.527 -3.785
C7 -1.495 -3.138 -0.659
C8 -2.211 -3.963 -1.541
C9 -2.348 -5.308 -1.251
C10 -1.740 -5.833 -0.115
C11 -1.001 -5.017 0.733
C12 -0.879 -3.664 0.468
C13 -2.999 0.585 -0.879
C14 -4.143 1.339 -1.104
C15 -4.135 2.671 -0.743
C16 -2.987 3.236 -0.190
C17 -1.893 2.437 0.014
N2 -1.905 1.122 -0.307
H1 -3.723 -1.295 -1.383
H2 1.106 -2.513 -2.112
H3 2.285 -2.301 -4.264
H4 1.285 -0.995 -6.102
H5 -0.896 0.122 -5.811
H6 -2.089 -0.044 -3.659
H7 -2.644 -3.571 -2.457
H8 -2.909 -5.950 -1.916
H9 -1.833 -6.889 0.101
H10 -0.519 -5.438 1.605
H11 -0.315 -3.032 1.136
H12 -5.007 0.885 -1.571
H13 -5.016 3.277 -0.909
H14 -2.946 4.279 0.087
H15 -0.981 2.816 0.452
C18 3.107 1.476 -1.258
C19 2.746 0.744 0.025
C20 3.910 -0.116 0.538
O1 1.709 -0.182 -0.290
H16 3.930 2.161 -1.055
H17 2.268 2.061 -1.635
H18 3.426 0.769 -2.023
H19 2.413 1.426 0.813
H20 4.191 -0.853 -0.212
H21 3.661 -0.605 1.475
H22 4.753 0.558 0.699
C21 -3.824 -2.957 3.160
C22 -3.989 -1.800 2.404
C23 -2.926 -0.927 2.240
C24 -1.682 -1.213 2.811
C25 -1.528 -2.381 3.566
C26 -2.599 -3.242 3.748
Ge1 -0.229 0.032 2.770
C27 -0.627 1.893 2.921
C28 0.337 2.875 2.664
C29 0.027 4.216 2.816
C30 -1.252 4.585 3.228
C31 -2.215 3.617 3.490
C32 -1.911 2.274 3.323
C33 1.528 -0.594 3.130
C34 1.918 -1.901 2.819
C35 3.154 -2.368 3.229
C36 4.010 -1.531 3.941
C37 3.636 -0.228 4.245
C38 2.398 0.246 3.836
H23 -4.662 -3.625 3.311
H24 -4.957 -1.572 1.977
H25 -3.078 0.002 1.703
H26 -0.579 -2.608 4.039
H27 -2.486 -4.127 4.361
H28 1.349 2.598 2.387
H29 0.779 4.973 2.640
H30 -1.491 5.631 3.364
H31 -3.196 3.911 3.838
H32 -2.664 1.528 3.548
H33 1.252 -2.560 2.275
H34 3.457 -3.382 3.004
H35 4.973 -1.901 4.265
H36 4.303 0.409 4.809
H37 2.099 1.252 4.102

=====

What is the stability order? It is version Q, version P, from most stable to least stable.

=====

Version P
Entry from OMol25: a cluster of 23 separate species, H46O23 in total (ωB97M-V/def2-TZVPD).

Summary:
Frontier orbital gap, hartree: 0.3241
Net charge: 0

Positions of all 69 atoms, in Å:
O1 0.291 4.337 -0.690
H1 0.134 3.858 0.125
H2 -0.560 4.713 -0.914
O2 4.478 -0.324 -3.179
H3 4.242 -0.014 -2.305
H4 4.530 0.470 -3.710
O3 3.353 0.824 -1.021
H5 2.748 0.692 -0.291
H6 3.310 1.764 -1.201
O4 -0.493 0.426 0.159
H7 -0.243 -0.038 -0.640
H8 -0.451 -0.239 0.846
O5 0.848 4.400 -3.700
H9 0.241 3.774 -3.306
H10 0.351 4.800 -4.413
O6 0.990 -0.390 2.619
H11 1.848 -0.082 2.911
H12 0.369 0.029 3.215
O7 -0.188 -1.121 -1.965
H13 -0.394 -2.011 -1.680
H14 -0.140 -1.180 -2.919
O8 3.828 0.786 2.637
H15 3.484 1.516 2.122
H16 4.405 1.198 3.280
O9 -0.532 -3.377 -0.442
H17 -0.342 -3.316 0.494
H18 -0.173 -4.225 -0.705
O10 -2.423 -1.221 2.446
H19 -1.808 -0.589 2.818
H20 -3.270 -0.981 2.824
O11 0.312 -2.996 2.051
H21 0.733 -2.137 2.040
H22 0.946 -3.569 2.482
O12 1.885 -2.955 -4.564
H23 1.417 -2.121 -4.613
H24 2.768 -2.754 -4.873
O13 -0.876 0.588 4.305
H25 -0.960 0.001 5.056
H26 -0.642 1.434 4.686
O14 -4.670 0.936 0.483
H27 -5.511 1.393 0.488
H28 -4.076 1.521 0.953
O15 -2.782 -3.202 -2.250
H29 -3.231 -2.731 -1.548
H30 -2.029 -3.610 -1.822
O16 -3.741 -1.845 -0.159
H31 -3.016 -1.720 0.452
H32 -4.160 -0.987 -0.214
O17 2.184 3.145 1.496
H33 1.278 2.866 1.626
H34 2.223 3.412 0.578
O18 -0.691 -3.858 5.293
H35 0.059 -3.304 5.506
H36 -0.782 -3.784 4.343
O19 -1.228 2.139 -2.381
H37 -1.095 1.315 -2.848
H38 -1.236 1.893 -1.456
O20 -0.050 -0.922 -4.852
H39 -0.511 -1.373 -5.559
H40 0.043 -0.021 -5.161
O21 -0.693 2.907 1.309
H41 -0.573 2.041 0.918
H42 -1.451 2.807 1.885
O22 -2.268 -3.985 2.411
H43 -2.547 -3.083 2.254
H44 -1.325 -3.977 2.248
O23 2.838 3.724 -1.189
H45 1.886 3.814 -1.151
H46 3.136 4.516 -1.636

=====

Version Q
Entry from OMol25: a cluster of 23 separate species, H46O23 in total (ωB97M-V/def2-TZVPD).

Summary:
Frontier orbital gap, hartree: 0.3828
Net charge: 0

Positions of all 69 atoms, in Å:
O1 0.691 -3.371 -1.583
H1 0.043 -4.074 -1.536
H2 0.174 -2.566 -1.566
O2 2.264 -1.874 0.349
H3 1.969 -1.849 1.259
H4 1.770 -2.594 -0.044
O3 1.565 -1.474 -3.952
H5 2.201 -1.173 -4.601
H6 1.358 -2.370 -4.217
O4 -1.863 2.293 -4.457
H7 -1.710 2.768 -3.641
H8 -1.944 1.378 -4.191
O5 5.032 -2.025 0.926
H9 4.899 -2.058 1.873
H10 4.148 -2.052 0.559
O6 3.946 2.428 -0.763
H11 3.320 1.774 -1.073
H12 4.743 1.931 -0.580
O7 -6.080 -0.251 1.352
H13 -5.245 -0.434 0.921
H14 -6.195 0.695 1.260
O8 -1.219 -4.749 -0.520
H15 -2.130 -5.037 -0.460
H16 -1.193 -3.929 -0.027
O9 -0.312 -0.312 -0.475
H17 0.542 -0.096 -0.101
H18 -0.739 0.535 -0.603
O10 0.801 2.105 3.956
H19 0.001 2.428 3.541
H20 1.467 2.163 3.271
O11 -1.432 3.158 2.164
H21 -2.378 3.208 2.030
H22 -1.116 2.610 1.446
O12 -3.077 -4.206 2.383
H23 -3.402 -3.709 3.134
H24 -2.606 -3.561 1.854
O13 2.902 2.576 1.845
H25 3.334 2.533 0.992
H26 3.620 2.601 2.477
O14 -1.460 -0.846 3.340
H27 -1.230 -1.548 3.949
H28 -0.748 -0.212 3.425
O15 -1.294 2.246 -0.376
H29 -2.218 2.276 -0.623
H30 -0.890 2.960 -0.870
O16 -0.700 4.781 -1.748
H31 -0.009 4.196 -2.057
H32 -0.890 5.346 -2.497
O17 -1.588 -2.437 1.007
H33 -0.869 -1.980 0.571
H34 -1.788 -1.896 1.771
O18 -2.200 2.330 4.656
H35 -3.101 2.429 4.348
H36 -1.665 2.431 3.869
O19 1.081 3.510 -3.313
H37 1.503 2.696 -3.589
H38 1.806 4.078 -3.050
O20 -3.551 2.040 -1.925
H39 -3.980 1.376 -2.466
H40 -3.967 2.863 -2.182
O21 2.289 0.203 -1.684
H41 1.897 -0.159 -2.479
H42 2.503 -0.563 -1.152
O22 1.779 -2.416 3.098
H43 1.431 -2.201 3.963
H44 2.723 -2.278 3.177
O23 2.674 -4.386 -3.387
H45 2.134 -3.890 -2.771
H46 2.181 -4.368 -4.207

=====

What is the stability order? It is version P, version Q, from most stable to least stable.

=====

Version P
Entry from OMol25: the molecule CHClFI (ωB97M-V/def2-TZVPD).

Summary:
Frontier orbital gap, hartree: 0.3626
Net charge: 0

Positions of all 5 atoms, in Å:
F1 0.529 -1.013 1.713
C1 0.637 -0.758 0.430
Cl1 0.224 -2.174 -0.558
I1 2.603 0.036 -0.067
H1 -0.099 0.183 -0.111

=====

Version Q
Entry from OMol25: a structure of composition CHClFI (ωB97M-V/def2-TZVPD).

Summary:
Frontier orbital gap (spin up / spin down), hartree: 0.3040 / 0.3281
Net charge: 0

Positions of all 5 atoms, in Å:
C1 -0.890 -0.028 -1.572
F1 -2.019 0.584 -1.269
Cl1 0.166 0.927 -2.542
I1 -1.184 -1.946 -2.196
H1 0.243 -0.191 0.183

=====

What is the stability order? It is version P, version Q, from most stable to least stable.